(1)
{"formula": "C14H22I2InNO3P2S2", "method": "ωB97M-V/def2-TZVPD", "total_charge": 2, "e_above_lowest_kcal_mol": 0.0, "molar_mass_g_mol": 747.04, "orbital_gap_ha": [0.1960, 0.1576], "multiplicity": 1, "symbols": ["I", "I", "In", "S", "S", "P", "P", "O", "O", "O", "N", "C", "C", "C", "C", "C", "C", "C", "C", "C", "C", "C", "C", "C", "C", "H", "H", "H", "H", "H", "H", "H", "H", "H", "H", "H", "H", "H", "H", "H", "H", "H", "H", "H", "H", "H", "H"], "coordinates": [[0.268, -1.969, -4.103], [-0.241, 2.129, -2.949], [0.192, -0.525, -1.745], [1.169, 1.460, 2.454], [-0.104, -1.931, 0.444], [-2.534, -0.353, -1.776], [2.843, -0.233, -1.721], [2.569, 1.390, 2.824], [0.526, 2.733, 2.230], [0.114, 4.055, -0.369], [0.872, 0.433, 1.169], [0.191, 2.908, -0.440], [-1.223, -1.425, 3.595], [3.703, -1.348, -0.585], [-3.292, 1.264, -1.400], [-1.658, -1.063, 4.879], [-0.179, 0.880, 4.850], [-3.128, -0.754, -3.469], [0.202, 0.499, 3.577], [3.495, -0.591, -3.397], [0.216, -0.657, 1.548], [3.475, 1.408, -1.247], [-0.263, -0.647, 2.935], [-3.406, -1.490, -0.673], [-1.116, 0.069, 5.509], [-1.628, -2.262, 3.055], [-2.999, 2.011, -2.151], [4.752, -1.391, -0.910], [4.574, 1.344, -1.270], [4.592, -0.642, -3.345], [-2.416, -1.643, 5.397], [-3.079, -2.518, -0.841], [3.168, 0.202, -4.081], [3.114, 2.170, -1.950], [3.620, -0.952, 0.431], [0.284, 1.769, 5.285], [3.131, 1.638, -0.227], [3.070, -1.546, -3.740], [-2.866, 0.057, -4.160], [-2.948, 1.580, -0.407], [-4.216, -0.884, -3.406], [3.255, -2.344, -0.619], [-1.393, 0.352, 6.528], [-3.190, -1.213, 0.364], [-2.658, -1.683, -3.812], [-4.478, -1.395, -0.885], [-4.379, 1.112, -1.397]], "lowdin_charge": [0.388, 0.812, -0.261, 0.675, 0.874, 0.685, 0.709, -0.225, -0.255, 0.088, -0.056, -0.219, 0.007, -0.225, -0.267, -0.008, 0.007, -0.255, -0.221, -0.266, -0.676, -0.230, -0.227, -0.254, -0.001, 0.109, -0.003, 0.076, 0.078, 0.073, 0.126, 0.061, 0.060, 0.048, 0.056, 0.143, 0.039, -0.022, 0.056, 0.057, 0.073, 0.057, 0.133, 0.046, -0.009, 0.073, 0.074]}

(2)
{"formula": "C4H9N3P", "method": "ωB97M-V/def2-TZVPD", "total_charge": 1, "e_above_lowest_kcal_mol": 82.2, "molar_mass_g_mol": 130.11, "orbital_gap_ha": [0.2658, 0.2658], "multiplicity": 1, "symbols": ["P", "N", "N", "N", "C", "C", "C", "C", "H", "H", "H", "H", "H", "H", "H", "H", "H"], "coordinates": [[1.588, -0.728, 0.784], [2.930, -0.078, -0.726], [-1.025, -0.832, -0.217], [-1.052, -1.876, -0.875], [-1.987, 1.152, 0.623], [-0.674, 1.240, 0.832], [-2.330, -0.106, -0.117], [-0.039, -0.129, 0.369], [-3.111, -0.680, 0.459], [-2.737, 1.838, 0.962], [2.960, 0.994, -0.733], [-0.325, -2.469, -1.005], [-2.561, -0.014, -1.248], [1.821, 0.441, 1.534], [3.853, -0.434, -0.239], [2.959, -0.433, -1.667], [-0.270, 2.114, 1.260]], "lowdin_charge": [1.010, -0.075, -0.254, 0.185, -0.087, -0.057, -0.072, -0.487, 0.158, 0.112, 0.121, 0.040, 0.173, -0.057, 0.130, 0.072, 0.089]}